ORCA calculation (ωB97M-V/def2-TZVPD) on a cluster of 7 separate species, C25H53BCl12N3O2 in total.

E_LUMO in eV: -2.31
HOMO-LUMO gap in eV: 9.31
F_max in eV Å⁻¹: 1.8
Charge: +1
Total energy in eV: -186293.1729

Element x y z (Å)
C -4.03 1.46 4.81
C -2.59 1.76 5.25
O -1.62 0.88 4.70
C -1.62 0.80 3.29
C -1.33 2.12 2.55
C -2.40 2.53 1.52
C -1.84 3.32 0.33
C -1.56 2.47 -0.91
N -0.38 1.60 -0.68
C -0.74 0.21 -0.27
C 0.49 -0.52 0.26
C 1.69 0.41 0.20
N 1.78 0.98 -1.17
B 3.09 1.76 -1.40
O 3.74 1.59 -2.59
C 3.56 2.73 -0.28
C 2.48 3.74 0.17
C 0.67 1.64 -1.53
N 0.63 2.32 -2.70
H -4.72 1.67 5.63
H -4.14 0.41 4.54
H -4.35 2.07 3.96
H -2.33 2.80 5.05
H -2.50 1.62 6.33
H -0.83 0.07 3.06
H -2.56 0.36 2.93
H -1.20 2.93 3.28
H -0.37 2.02 2.03
H -2.91 1.62 1.16
H -3.16 3.14 2.01
H -0.90 3.81 0.62
H -2.52 4.12 0.03
H -1.36 3.12 -1.77
H -2.42 1.83 -1.14
H -1.11 -0.30 -1.17
H -1.56 0.25 0.44
H 0.38 -0.91 1.27
H 0.69 -1.37 -0.41
H 1.60 1.23 0.92
H 2.61 -0.13 0.42
H 4.28 0.81 -2.72
H 4.43 3.28 -0.67
H 3.91 2.17 0.59
H 1.84 3.34 0.96
H 2.95 4.65 0.56
H 1.83 4.06 -0.65
H -0.14 2.16 -3.34
H 1.33 2.99 -2.97
Cl 7.53 2.50 2.68
C 7.97 0.96 1.90
C 6.90 0.51 0.94
Cl 5.40 0.03 1.80
H 8.14 0.23 2.68
H 8.90 1.13 1.35
H 7.24 -0.37 0.39
H 6.64 1.30 0.24
Cl 0.39 -0.57 -5.21
C -1.23 -1.32 -5.18
C -2.33 -0.30 -5.26
Cl -2.40 0.68 -3.76
H -1.29 -1.91 -4.27
H -1.29 -1.98 -6.04
H -3.29 -0.79 -5.35
H -2.19 0.39 -6.09
Cl 2.58 -6.76 -4.50
C 2.98 -5.22 -5.31
C 2.59 -4.03 -4.47
Cl 0.81 -3.90 -4.31
H 2.46 -5.21 -6.27
H 4.05 -5.21 -5.48
H 2.93 -3.11 -4.95
H 3.00 -4.09 -3.47
Cl -2.33 -9.14 -3.38
C -1.22 -8.09 -4.31
C -1.70 -6.67 -4.35
Cl -3.19 -6.48 -5.32
H -1.13 -8.51 -5.31
H -0.25 -8.13 -3.81
H -0.94 -6.04 -4.81
H -1.91 -6.29 -3.35
Cl -0.62 2.54 10.04
C -0.11 3.33 8.53
C -0.93 4.57 8.24
Cl -2.62 4.17 7.85
H -0.21 2.60 7.73
H 0.93 3.61 8.65
H -0.51 5.08 7.37
H -0.94 5.25 9.08
Cl -3.47 -2.66 -2.78
C -4.13 -3.18 -1.21
C -4.94 -2.10 -0.53
Cl -3.91 -0.70 -0.11
H -3.28 -3.48 -0.60
H -4.76 -4.05 -1.38
H -5.36 -2.50 0.39
H -5.74 -1.72 -1.15

Löwdin population analysis, charges in e, atoms 1 to 5:
1. C -0.061
2. C -0.282
3. O -0.148
4. C -0.225
5. C -0.155


ORCA calculation (ωB97M-V/def2-TZVPD) on a structure of composition C25H53BClNP2PtSi2.

E_LUMO (alpha / beta) in eV: 0.38 / -1.68
HOMO-LUMO gap (alpha / beta) in eV: 3.73 / 6.98
Expectation value of S²: 6.012
F_max in eV Å⁻¹: 4.2
Spin multiplicity: 5
Charge: 0
Total energy in eV: -79050.3539

Element x y z (Å)
Pt 0.66 0.00 -0.42
C -1.86 -0.03 2.30
C -2.24 1.14 1.58
C -2.99 0.71 0.44
Si -1.52 2.79 2.05
C -2.98 -0.72 0.42
C -2.23 -1.17 1.56
Si -1.52 -2.83 1.99
H -1.39 -0.04 3.28
H -3.46 1.37 -0.27
H -3.46 -1.36 -0.30
Cl 2.98 0.10 -4.85
C -1.31 -2.91 3.85
C -2.74 -4.12 1.42
C -1.30 2.83 3.90
C -2.74 4.09 1.51
H -3.74 -3.85 1.78
H -2.44 -5.07 1.90
H -2.77 -4.25 0.33
H -0.41 -2.37 4.18
H -1.23 -3.96 4.14
H -2.19 -2.47 4.34
H -3.75 3.79 1.83
H -2.75 4.28 0.43
H -2.46 5.02 2.03
H -2.18 2.37 4.39
H -1.24 3.88 4.23
H -0.40 2.29 4.22
C 0.19 -2.98 1.17
C 0.19 2.96 1.23
P 0.51 -2.25 -0.48
H 0.38 -4.07 1.13
H 0.94 -2.55 1.86
P 0.52 2.26 -0.43
H 0.94 2.51 1.92
H 0.38 4.04 1.21
C 2.07 3.01 -1.08
C -0.82 2.97 -1.48
C -0.83 -2.93 -1.54
C 2.07 -2.99 -1.15
C 3.23 -2.01 -1.02
H 1.85 -3.15 -2.22
C 2.45 -4.32 -0.49
H 2.65 -4.17 0.58
H 3.36 -4.69 -0.96
H 1.69 -5.10 -0.60
H 2.99 -1.04 -1.46
H 4.10 -2.42 -1.55
H 3.50 -1.87 0.03
H -1.75 -2.62 -1.02
C -0.79 -4.46 -1.65
C -0.79 -2.27 -2.92
H -0.84 -4.97 -0.68
H 0.11 -4.81 -2.18
H -1.67 -4.78 -2.23
H -0.90 -1.18 -2.84
H -1.62 -2.66 -3.52
H 0.15 -2.48 -3.44
H -1.75 2.65 -0.96
C -0.78 2.33 -2.87
C -0.78 4.50 -1.55
H -0.84 4.99 -0.57
H -1.66 4.83 -2.13
H 0.12 4.85 -2.08
H -0.90 1.24 -2.81
H 0.16 2.55 -3.39
H -1.61 2.74 -3.46
C 3.24 2.03 -0.97
C 2.45 4.33 -0.40
H 1.85 3.19 -2.15
H 2.66 4.16 0.67
H 1.69 5.11 -0.50
H 3.37 4.71 -0.86
H 3.51 1.87 0.08
H 4.11 2.45 -1.50
H 2.99 1.06 -1.43
C 1.29 0.04 -5.33
H 0.64 0.05 -4.46
H 1.11 0.89 -5.99
H 1.16 -0.86 -5.93
B 1.24 -0.03 4.18
C 1.16 -0.03 2.65
N 1.11 -0.02 1.47
H 1.86 -1.02 4.51
H 0.18 -0.05 4.78
H 1.84 0.97 4.53

Löwdin population analysis, charges in e, atoms 1 to 5:
1. Pt 0.649
2. C -0.150
3. C -0.247
4. C -0.038
5. Si 0.503


Which of these has the highest total energy?
C25H53BClNP2PtSi2